# 1
Entry from the Open Molecules 2025 dataset: 5 unconnected molecules or ions with the total composition C27H61N3O5 in a non-equilibrium geometry (ωB97M-V/def2-TZVPD).

Results
HOMO-LUMO gap in eV: 8.44
SMILES: CC1(C)CCCC(C)(C)N1O.CC1(C)CCCC(C)(C)N1O.CC1(C)CCCC(C)(C)N1O.O.O
Energy above the lowest of the compared OMol25 structures with the same formula, charge and spin in kJ/mol: 242.5

```
! RIJCOSX wB97M-V def2-TZVPD def2/J DEFGRID3
* xyz 0 1
C 5.5707 14.7730 11.0223
C 6.6794 15.8077 11.3621
C 6.3207 16.3472 12.7974
C 7.4838 17.1055 13.3835
C 8.8551 16.3347 13.2752
C 9.2150 15.7218 11.8445
N 8.0154 15.0754 11.3578
O 8.1968 14.2406 10.3235
C 9.8407 16.7010 10.8745
C 10.2702 14.6226 12.0729
C 6.6945 16.9152 10.2558
H 5.7402 13.8566 11.5876
H 5.5832 14.4485 9.9818
H 4.6289 15.2549 11.2850
H 5.6483 17.2049 12.7795
H 5.8924 15.5770 13.4387
H 7.2559 17.3386 14.4237
H 7.6464 18.0230 12.8180
H 8.8853 15.5278 14.0074
H 9.6266 17.0340 13.5974
H 9.6668 16.3096 9.8721
H 9.4886 17.7169 11.0537
H 10.9206 16.7940 10.9899
H 11.1096 15.0775 12.5988
H 9.8788 13.7377 12.5748
H 10.4934 14.2297 11.0809
H 5.7111 17.3572 10.0959
H 6.9753 16.3727 9.3531
H 7.4247 17.7056 10.4297
H 7.8483 13.4167 10.6719
C 16.4193 17.2521 22.5134
C 15.6240 17.3274 21.2118
C 14.1128 17.0790 21.6850
C 13.0666 17.7141 20.7667
C 13.3937 19.1904 20.5653
C 14.7480 19.4122 19.9150
N 15.8124 18.7177 20.6920
O 17.1048 19.0044 20.2288
C 14.6786 18.9857 18.4221
C 15.0108 20.9821 20.0520
C 15.9947 16.2470 20.1483
H 17.4565 17.3280 22.1873
H 16.2647 16.3279 23.0703
H 16.2115 18.1550 23.0875
H 13.8873 16.0127 21.6686
H 14.0061 17.2934 22.7484
H 12.0077 17.6267 21.0103
H 13.1021 17.1402 19.8407
H 13.4245 19.8150 21.4580
H 12.6474 19.5749 19.8702
H 14.5063 17.9219 18.2586
H 13.7666 19.4266 18.0197
H 15.5283 19.1933 17.7717
H 15.1342 21.1781 21.1171
H 15.8809 21.3577 19.5137
H 14.2026 21.6333 19.7189
H 16.1327 15.2451 20.5547
H 16.9193 16.4056 19.5933
H 15.2352 16.2535 19.3665
H 17.2678 19.6820 20.8890
C 21.5664 7.7653 11.6905
C 20.6081 8.9605 12.0023
C 20.6579 9.9916 10.8889
C 19.9217 9.4822 9.6027
C 18.4837 9.1801 9.9707
C 18.2481 8.1584 11.1679
N 19.2089 8.5113 12.2488
O 19.1384 7.5995 13.2459
C 16.8043 8.1439 11.6501
C 18.6711 6.7642 10.6214
C 21.1619 9.6989 13.2372
H 22.6053 8.0543 11.5314
H 21.2692 7.2256 10.7913
H 21.6582 7.1198 12.5639
H 20.2457 10.9573 11.1814
H 21.6928 10.1332 10.5774
H 20.3779 8.6660 9.0426
H 19.9182 10.3512 8.9447
H 17.8996 8.7508 9.1566
H 18.0186 10.1107 10.2960
H 16.6388 7.4367 12.4628
H 16.5284 9.1148 12.0616
H 16.0834 7.6933 10.9679
H 18.8111 6.0770 11.4558
H 17.8460 6.3913 10.0146
H 19.5003 6.7180 9.9154
H 21.1224 9.0505 14.1125
H 20.6299 10.5957 13.5547
H 22.2204 9.9430 13.1474
H 19.6453 6.8698 12.8822
O 18.4796 9.4426 20.2569
H 18.1428 8.5483 20.2020
H 18.4308 9.7729 19.3599
O 16.6978 10.8430 16.1047
H 16.3796 11.5541 15.5485
H 17.0631 10.2044 15.4923
*
```

---

# 2
Entry from the Open Molecules 2025 dataset: a molecular structure, C12H18AlO3 (ωB97M-V/def2-TZVPD).

Results
HOMO-LUMO gap in eV: 7.59
Energy above the lowest of the compared OMol25 structures with the same formula, charge and spin in kJ/mol: 0.0

```
! RIJCOSX wB97M-V def2-TZVPD def2/J DEFGRID3
* xyz -1 1
C 0.4882 0.8356 0.5523
C 0.4713 -0.5053 1.2890
C 1.3822 -1.5854 0.6867
C 2.6507 -1.1151 -0.0090
C 3.6536 -0.2563 0.7509
O 4.8652 -0.3627 0.0339
Al 4.2559 -0.1855 -1.6894
O 2.4974 -0.5378 -1.2881
O -0.8567 -0.9948 1.5054
C -1.5888 -1.2010 0.3239
C -2.5460 -0.0753 -0.0067
C -3.1990 0.6394 0.9927
C -4.0610 1.6716 0.6410
C -4.2805 1.9917 -0.6973
C -3.6467 1.2710 -1.7007
C -2.7802 0.2418 -1.3437
H -0.4263 1.3610 0.8293
H 0.5035 0.7240 -0.5254
H 1.3152 1.4374 0.9031
H 0.8620 -0.3055 2.2844
H 1.7038 -2.2339 1.5013
H 0.8382 -2.2059 -0.0226
H 3.2273 -2.0435 -0.1839
H 3.3575 0.8023 0.6711
H 3.7090 -0.4685 1.8272
H 4.9303 -1.3401 -2.5923
H 4.4130 1.2952 -2.3152
H -0.9603 -1.3869 -0.5456
H -2.1834 -2.1047 0.4757
H -3.0063 0.3724 2.0199
H -4.5499 2.2411 1.4175
H -4.9451 2.8105 -0.9281
H -3.8256 1.5175 -2.7344
H -2.2686 -0.3042 -2.1228
*
```

---

# 3
Entry from the Open Molecules 2025 dataset: 6 unconnected molecules or ions with the total composition C28H60BN6O8 (ωB97M-V/def2-TZVPD).

Results
HOMO-LUMO gap (spin up / spin down) in eV: 8.54 / 9.71
⟨S²⟩: 0.754

```
! RIJCOSX wB97M-V def2-TZVPD def2/J DEFGRID3
* xyz 0 2
C 3.8422 -3.4461 1.5045
C 2.7795 -2.5119 2.0981
B 1.3841 -2.5221 1.3478
O 1.1038 -3.4973 0.4370
C 0.3036 -1.3590 1.5071
C 0.9584 -0.1771 0.6934
C 0.5077 -0.1205 -0.7372
O -0.3684 0.6081 -1.1370
C -1.0739 -1.6799 0.8965
C -2.0230 -2.5183 1.7614
C -3.4291 -2.4998 1.1439
C -1.6118 -3.9874 1.8709
N -2.1127 -1.8427 3.0990
O -2.8582 -0.8009 3.0600
C -0.8442 -1.6111 3.8657
C -0.2538 -2.9277 4.4056
C -1.2057 -0.7364 5.0686
C 0.1448 -0.8570 2.9617
H 3.7034 -4.4771 1.8410
H 3.8173 -3.4406 0.4124
H 4.8480 -3.1535 1.8037
H 2.6043 -2.7797 3.1470
H 3.1631 -1.4884 2.1364
H 1.7444 -4.2164 0.4269
H 0.7532 0.7847 1.1676
H 2.0456 -0.3041 0.6644
H 1.0399 -0.7805 -1.4501
H -1.5961 -0.7402 0.6995
H -0.9519 -2.2047 -0.0542
H -3.5877 -3.4091 0.5640
H -3.5708 -1.6506 0.4781
H -4.1858 -2.4664 1.9238
H -0.6269 -4.1488 2.2879
H -2.3290 -4.5201 2.4993
H -1.6281 -4.4263 0.8749
H 0.1845 -2.7616 5.3867
H 0.5163 -3.3436 3.7571
H -1.0272 -3.6854 4.5176
H -0.4533 -0.8472 5.8485
H -2.1596 -1.0501 5.4854
H -1.2696 0.3157 4.8033
H -0.1674 0.1901 2.9391
H 1.1155 -0.8821 3.4670
C 1.0274 3.2055 -2.3322
C 1.6869 4.4717 -1.8368
O 2.8827 4.5181 -1.5865
N 0.8852 5.5543 -1.6700
C -0.5526 5.6126 -1.8676
H 1.7817 2.4250 -2.3675
H 0.2255 2.8807 -1.6727
H 0.6097 3.3427 -3.3306
H 1.3671 6.3761 -1.3415
H -0.8258 6.3644 -2.6092
H -1.0632 5.8535 -0.9341
H -0.9256 4.6592 -2.2147
C -4.9353 -3.5112 6.2031
C -4.4309 -2.4961 7.2045
O -3.2419 -2.2628 7.3348
N -5.3566 -1.8398 7.9547
C -6.7955 -1.9834 7.9279
H -4.0717 -3.9282 5.6940
H -5.4857 -4.3137 6.6958
H -5.5908 -3.0442 5.4670
H -4.9553 -1.1748 8.5971
H -7.2797 -1.0419 7.6627
H -7.1774 -2.3033 8.8992
H -7.0808 -2.7279 7.1914
C 4.2514 -1.2323 -4.3794
C 3.8476 -0.8024 -2.9931
O 3.4986 -1.5955 -2.1287
N 3.8926 0.5333 -2.7352
C 4.2629 1.6021 -3.6434
H 4.1706 -2.3133 -4.4464
H 3.6143 -0.7755 -5.1345
H 5.2770 -0.9353 -4.5962
H 3.6385 0.7815 -1.7914
H 5.1289 2.1495 -3.2675
H 3.4443 2.3127 -3.7640
H 4.5027 1.1915 -4.6208
C -3.0468 2.5728 -0.7952
C -3.8542 3.6691 -1.4517
O -3.3638 4.4403 -2.2632
N -5.1656 3.7709 -1.1076
C -5.9091 2.9530 -0.1731
H -2.0315 2.6098 -1.1740
H -3.0263 2.6903 0.2893
H -3.4589 1.5887 -1.0210
H -5.6508 4.5173 -1.5801
H -6.7404 2.4482 -0.6688
H -6.3116 3.5561 0.6427
H -5.2609 2.1954 0.2556
C 4.1580 1.8338 -8.9490
C 4.9973 1.3056 -7.8086
O 4.6034 0.4031 -7.0867
N 6.2148 1.8737 -7.6085
C 6.8370 2.9467 -8.3550
H 3.2283 1.2739 -8.9630
H 3.9363 2.8933 -8.8164
H 4.6675 1.7070 -9.9048
H 6.7261 1.4744 -6.8368
H 7.7755 2.6182 -8.8044
H 7.0455 3.8021 -7.7105
H 6.1777 3.2764 -9.1515
*
```

---

| no. | E_tot (Eh) |
| --- | --- |
| 1 | -1605.59623 |
| 2 | -936.29949 |
| 3 | -2058.25546 |